{"formula": "C34H39CoN5O", "method": "wB97M-V/def2-TZVPD", "species": ["Co", "N", "N", "C", "C", "C", "C", "H", "H", "H", "C", "C", "H", "H", "H", "C", "C", "H", "H", "H", "C", "H", "H", "H", "C", "H", "H", "H", "C", "H", "C", "H", "C", "H", "C", "H", "C", "C", "H", "C", "C", "H", "C", "H", "N", "C", "C", "C", "H", "C", "C", "H", "H", "H", "C", "H", "C", "C", "H", "H", "H", "C", "H", "H", "H", "N", "C", "O", "C", "C", "C", "N", "C", "C", "H", "H", "H", "H", "H", "H"], "positions_angstrom": [[-0.828, 0.172, 0.300], [-1.657, 2.047, 3.902], [1.237, 2.681, -0.351], [-1.624, -1.230, -1.046], [-2.557, -0.185, -0.682], [-2.880, -0.376, 0.711], [-3.836, 0.445, 1.539], [-4.263, 1.267, 0.966], [-3.176, 1.046, 2.413], [-4.576, -0.155, 2.061], [-2.077, -1.439, 1.219], [-2.182, -1.951, 2.610], [-3.036, -2.639, 2.690], [-2.357, -1.159, 3.352], [-1.294, -2.508, 2.935], [-1.330, -1.989, 0.133], [-0.590, -3.271, 0.173], [-0.087, -3.424, 1.137], [0.174, -3.314, -0.614], [-1.271, -4.126, 0.023], [-3.322, 0.686, -1.620], [-4.287, 0.229, -1.889], [-2.769, 0.860, -2.550], [-3.539, 1.665, -1.172], [-1.281, -1.640, -2.430], [-0.275, -2.076, -2.460], [-1.284, -0.781, -3.112], [-1.985, -2.389, -2.834], [-1.121, 2.295, 5.057], [-1.809, 2.248, 5.909], [0.249, 2.621, 5.183], [0.636, 2.841, 6.193], [1.014, 2.662, 3.997], [2.088, 2.965, 4.121], [0.415, 2.266, 2.779], [1.005, 2.428, 1.885], [-0.973, 1.817, 2.791], [-2.050, 1.325, 1.978], [-2.045, 2.039, 1.162], [0.405, 1.633, -0.801], [0.568, 3.722, -1.106], [0.152, 4.703, -0.751], [0.571, 3.209, -2.448], [0.866, 3.741, -3.301], [0.474, 1.806, -2.220], [0.708, 0.918, -3.268], [0.095, 1.247, -4.495], [0.360, 0.492, -5.651], [-0.176, 0.742, -6.591], [1.274, -0.576, -5.618], [1.527, -1.395, -6.845], [1.696, -2.441, -6.575], [2.413, -1.039, -7.384], [0.672, -1.332, -7.522], [1.969, -0.843, -4.422], [2.714, -1.662, -4.395], [1.723, -0.080, -3.263], [2.515, -0.306, -2.013], [3.054, 0.595, -1.677], [3.259, -1.101, -2.156], [1.849, -0.602, -1.186], [-0.884, 2.380, -4.563], [-0.411, 3.373, -4.510], [-1.639, 2.335, -3.763], [-1.415, 2.338, -5.521], [3.404, -2.040, 6.026], [3.675, -2.230, 4.693], [4.700, -2.791, 4.316], [2.672, -1.686, 3.724], [2.842, -1.883, 2.343], [1.869, -1.457, 1.435], [0.771, -0.770, 1.808], [0.590, -0.636, 3.134], [1.512, -1.009, 4.108], [4.021, -2.507, 6.674], [2.489, -1.796, 6.371], [3.727, -2.386, 1.956], [1.981, -1.691, 0.375], [-0.328, -0.162, 3.477], [1.278, -0.769, 5.146]], "lowdin_charge": [0.53, 0.03, -0.01, -0.28, -0.31, -0.27, -0.06, 0.08, 0.05, 0.08, -0.28, -0.05, 0.08, 0.08, 0.07, -0.28, -0.05, 0.06, 0.07, 0.09, -0.04, 0.08, 0.05, 0.07, -0.03, 0.07, 0.06, 0.09, -0.19, 0.09, -0.13, 0.08, -0.11, 0.11, -0.04, 0.05, -0.35, -0.12, 0.09, -0.13, -0.15, 0.09, -0.13, 0.07, -0.08, -0.17, -0.20, -0.01, 0.12, -0.29, -0.08, 0.07, 0.08, 0.07, -0.01, 0.12, -0.19, -0.05, 0.10, 0.07, 0.04, -0.07, 0.06, 0.08, 0.07, 0.16, -0.48, 0.04, -0.13, 0.01, -0.09, 0.09, -0.12, 0.01, 0.11, 0.08, 0.12, 0.09, 0.09, 0.11], "lumo_energy_ev": [2.19, 2.20], "homo_lumo_gap_ha": [0.1563, 0.2046], "e_homo_ev": [-2.06, -3.37], "multiplicity": 5, "total_charge": -1}

---

{"formula": "C4H13NO2", "method": "wB97M-V/def2-TZVPD", "species": ["C", "N", "C", "C", "C", "O", "H", "H", "H", "H", "H", "H", "H", "H", "H", "H", "H", "H", "H", "O"], "positions_angstrom": [[1.656, 0.241, 1.153], [0.729, -0.708, 1.747], [-0.683, -0.417, 1.921], [-1.282, 0.322, 0.633], [-2.305, -0.398, -0.149], [-1.567, 1.673, 0.853], [1.350, 1.321, 1.195], [2.598, 0.212, 1.696], [1.836, 0.034, 0.111], [1.135, -0.862, 2.672], [-0.771, 0.096, 2.874], [-1.310, -1.286, 1.913], [-0.387, 0.298, -0.031], [-2.187, -1.472, -0.346], [-2.603, 0.015, -1.117], [-3.318, -0.519, 0.284], [-2.477, 1.705, 1.175], [2.632, 0.421, -5.855], [3.585, -0.457, -4.916], [3.369, -0.219, -5.816]], "lowdin_charge": [-0.01, 0.14, -0.05, -0.43, -0.06, 0.01, 0.15, 0.11, 0.11, 0.17, 0.16, 0.14, 0.13, 0.10, 0.10, 0.10, 0.12, 0.05, 0.02, -0.06], "lumo_energy_ev": [-3.36, -8.46], "homo_lumo_gap_ha": [0.3680, 0.1807], "e_homo_ev": [-13.37, -13.37], "multiplicity": 2, "total_charge": 1}

---

{"formula": "C9H10N2O3S", "method": "wB97M-V/def2-TZVPD", "species": ["C", "C", "C", "C", "C", "C", "C", "C", "C", "N", "N", "O", "O", "O", "S", "H", "H", "H", "H", "H", "H", "H", "H", "H", "H"], "positions_angstrom": [[-3.608, 0.787, -0.627], [-2.741, 1.805, -1.134], [-3.086, -0.325, -0.092], [-1.388, 1.602, -0.966], [-1.131, -1.824, 0.348], [-1.714, -0.530, -0.015], [-0.789, 0.451, -0.437], [0.084, -2.141, 0.294], [2.728, 0.916, -0.644], [0.566, 0.390, -0.076], [1.858, -2.004, 1.947], [0.595, -4.212, 1.861], [2.291, -3.644, 0.149], [1.345, 0.958, -1.081], [1.205, -3.247, 1.000], [-4.727, 0.910, -0.553], [-3.017, 2.756, -1.479], [-3.677, -1.249, 0.038], [-0.786, 2.384, -1.432], [-2.005, -2.390, 0.587], [3.294, 1.342, -1.534], [3.014, -0.118, -0.317], [2.803, 1.728, 0.212], [1.467, -2.202, 2.881], [2.847, -1.833, 1.690]], "lowdin_charge": [-0.08, -0.05, -0.07, -0.03, -0.10, -0.16, -0.21, -0.06, -0.07, 0.12, -0.08, -0.29, -0.31, -0.18, 0.55, 0.13, 0.09, 0.13, 0.11, 0.12, 0.10, 0.08, 0.12, 0.08, 0.08], "lumo_energy_ev": [-0.83, -1.01], "homo_lumo_gap_ha": [0.2774, 0.2855], "e_homo_ev": [-8.38, -8.78], "total_charge": 0}

---

{"formula": "C24H48Cl34N3O5S3Si", "method": "wB97M-V/def2-TZVPD", "species": ["C", "Si", "C", "C", "S", "O", "O", "N", "S", "O", "O", "C", "C", "S", "C", "N", "N", "C", "O", "H", "H", "H", "H", "H", "H", "H", "H", "H", "H", "H", "H", "H", "H", "C", "Cl", "Cl", "H", "H", "C", "Cl", "Cl", "H", "H", "C", "Cl", "Cl", "H", "H", "C", "Cl", "Cl", "H", "H", "C", "Cl", "Cl", "H", "H", "C", "Cl", "Cl", "H", "H", "C", "Cl", "Cl", "H", "H", "C", "Cl", "Cl", "H", "H", "C", "Cl", "Cl", "H", "H", "C", "Cl", "Cl", "H", "H", "C", "Cl", "Cl", "H", "H", "C", "Cl", "Cl", "H", "H", "C", "Cl", "Cl", "H", "H", "C", "Cl", "Cl", "H", "H", "C", "Cl", "Cl", "H", "H", "C", "Cl", "Cl", "H", "H", "C", "Cl", "Cl", "H", "H"], "positions_angstrom": [[6.430, -2.127, -1.209], [4.799, -1.125, -1.504], [4.733, 0.186, -0.117], [4.914, -0.202, -3.166], [3.202, -2.613, -1.401], [3.291, -3.177, 0.020], [3.579, -3.667, -2.442], [1.633, -1.969, -1.643], [0.427, -3.133, -1.199], [0.103, -2.927, 0.263], [0.955, -4.557, -1.336], [-1.035, -3.029, -2.322], [-2.426, -3.392, -1.633], [-2.984, -2.202, -0.327], [-4.245, -1.081, -1.104], [-5.080, -1.332, -2.227], [-5.791, -0.173, -2.385], [-5.389, 0.753, -1.388], [-4.414, 0.189, -0.517], [6.645, -2.689, -2.179], [6.119, -2.920, -0.440], [7.291, -1.473, -0.858], [4.073, 1.094, -0.369], [5.802, 0.617, -0.033], [4.500, -0.235, 0.922], [3.970, -0.271, -3.785], [5.802, -0.608, -3.754], [5.116, 0.907, -2.913], [-1.052, -2.023, -2.879], [-0.864, -3.813, -3.148], [-2.377, -4.432, -1.179], [-3.225, -3.409, -2.461], [-5.769, 1.817, -1.229], [-9.406, 0.742, -0.538], [-8.660, 0.467, 1.039], [-8.671, 2.125, -1.364], [-9.271, -0.147, -1.152], [-10.468, 0.938, -0.400], [5.003, -5.202, 1.881], [6.690, -4.672, 1.894], [4.398, -5.461, 3.521], [4.394, -4.437, 1.397], [4.931, -6.134, 1.327], [-2.207, 1.296, -4.052], [-0.958, 1.647, -2.852], [-3.738, 0.857, -3.277], [-2.365, 2.178, -4.670], [-1.873, 0.465, -4.674], [-10.037, 4.835, -3.429], [-8.914, 5.691, -4.493], [-11.682, 4.868, -4.076], [-9.715, 3.799, -3.334], [-10.032, 5.313, -2.451], [6.170, 3.701, -3.773], [4.916, 3.395, -2.565], [6.858, 2.192, -4.375], [5.732, 4.247, -4.606], [6.962, 4.294, -3.320], [-6.098, 2.040, 4.027], [-7.821, 2.316, 3.737], [-5.305, 1.384, 2.589], [-5.628, 2.987, 4.288], [-5.986, 1.333, 4.847], [0.864, -5.185, 2.953], [-0.466, -5.431, 4.095], [1.522, -6.727, 2.395], [0.494, -4.627, 2.093], [1.654, -4.622, 3.446], [-4.152, 5.447, 2.809], [-2.482, 6.019, 2.734], [-4.659, 5.169, 4.481], [-4.803, 6.196, 2.362], [-4.231, 4.512, 2.256], [4.504, -3.244, 6.254], [5.194, -1.743, 5.627], [5.122, -3.611, 7.870], [3.421, -3.137, 6.305], [4.762, -4.061, 5.583], [6.870, -8.691, 1.869], [8.050, -7.854, 0.853], [5.256, -8.648, 1.151], [7.176, -9.729, 1.982], [6.837, -8.207, 2.844], [0.654, -0.033, 1.308], [2.099, -0.141, 2.322], [0.773, 1.312, 0.164], [0.541, -0.964, 0.752], [-0.214, 0.124, 1.947], [-10.904, 4.120, 2.459], [-12.628, 4.392, 2.174], [-10.114, 3.458, 1.023], [-10.434, 5.068, 2.716], [-10.789, 3.413, 3.285], [-12.913, 1.555, 4.932], [-13.092, 0.929, 3.289], [-11.437, 2.516, 5.095], [-13.771, 2.182, 5.168], [-12.866, 0.717, 5.626], [10.106, -0.556, 0.057], [9.294, -0.380, -1.504], [9.147, 0.160, 1.357], [10.249, -1.616, 0.262], [11.072, -0.056, 0.013], [1.167, -0.526, -5.832], [2.819, 0.076, -5.993], [0.730, -0.809, -4.138], [0.484, 0.210, -6.253], [1.080, -1.463, -6.379], [8.110, 3.239, 3.622], [6.858, 1.992, 3.617], [9.354, 2.903, 2.412], [7.651, 4.200, 3.397], [8.572, 3.272, 4.607], [4.290, 7.090, -4.436], [3.070, 5.812, -4.415], [5.513, 6.792, -5.678], [3.801, 8.041, -4.644], [4.776, 7.131, -3.463]], "lowdin_charge": [-0.21, 0.49, -0.22, -0.25, 0.52, -0.47, -0.44, -0.43, 0.61, -0.43, -0.41, -0.31, -0.47, 0.92, -0.57, -0.04, -0.13, -0.27, -0.09, 0.05, 0.01, -0.05, 0.03, 0.04, 0.01, -0.04, 0.04, -0.06, 0.04, 0.12, 0.10, 0.09, 0.12, -1.01, 0.48, 0.51, 0.03, 0.01, -0.99, 0.51, 0.54, 0.00, -0.04, -0.97, 0.49, 0.74, 0.02, 0.00, -1.05, 0.50, 0.49, -0.02, 0.02, -1.01, 0.53, 0.55, -0.03, 0.03, -1.02, 0.49, 0.53, -0.07, 0.03, -1.02, 0.48, 0.49, 0.01, 0.00, -1.01, 0.52, 0.54, 0.03, 0.02, -1.05, 0.50, 0.48, 0.03, -0.06, -1.01, 0.49, 0.54, 0.02, 0.03, -1.00, 0.52, 0.48, -0.03, 0.03, -1.05, 0.50, 0.51, 0.03, -0.12, -0.98, 0.51, 0.57, 0.03, 0.03, -0.99, 0.55, 0.48, 0.03, 0.02, -0.98, 0.55, 0.58, 0.02, 0.03, -1.02, 0.51, 0.46, 0.02, 0.02, -1.01, 0.51, 0.51, 0.02, 0.03], "lumo_energy_ev": 1.40, "homo_lumo_gap_ha": 0.2588, "e_homo_ev": -5.65, "total_charge": -1}

---

{"formula": "C4H3NO3", "method": "wB97M-V/def2-TZVPD", "species": ["C", "C", "C", "C", "H", "H", "H", "N", "O", "O", "O"], "positions_angstrom": [[-0.243, -1.185, -1.262], [-0.134, -0.435, -0.144], [1.151, 0.705, 1.156], [-0.897, 0.624, 0.453], [1.608, -1.544, -1.123], [-1.214, -1.112, -1.841], [2.029, 1.193, 1.709], [1.215, -0.226, 0.298], [0.863, -1.701, -1.858], [-0.114, 1.265, 1.450], [-2.022, 1.034, 0.152]], "lowdin_charge": [-0.07, -0.20, -0.14, -0.38, 0.16, 0.17, 0.16, 0.10, 0.02, 0.08, 0.10], "lumo_energy_ev": -0.32, "homo_lumo_gap_ha": 0.3351, "e_homo_ev": -9.43, "total_charge": 0, "smiles": "O=C1OC=N/C1=C\\O"}

---

Values of electronic energy, in order: -83005.83075 -9933.75855 -29445.88953 -506517.17933 -11827.79892, all in eV.
Values of energy above the lowest of the compared OMol25 structures with the same formula, charge and spin, in order: 126.0 55.3 152.8 91.9 40.0, all in kcal/mol.